The following is a DFT calculation (ωB97M-V with the def2-TZVPD basis set) of a structure of composition C23H20Cl2O4PZr at a distorted geometry.

```
51
Properties=species:S:1:pos:R:3:nbo_charge:R:1
C -1.474 -1.977 3.405 -0.0767
C -0.859 -2.117 2.174 -0.2404
C 0.574 -1.729 2.278 -0.2414
H -1.347 -2.497 1.272 0.2599
C 0.897 -1.371 3.641 -0.5358
C -0.522 -1.292 4.390 -0.0721
H -0.402 -1.503 5.752 0.4281
H -2.535 -2.135 3.709 0.2610
H 1.308 -2.013 1.507 0.2732
H 1.817 -1.292 4.107 0.3129
Zr 0.428 0.674 3.265 2.2037
Cl 2.909 1.114 3.245 -0.4916
P 0.004 0.446 -1.105 0.8697
C 1.216 -0.704 -1.770 -0.3949
C 0.999 -1.510 -2.900 -0.2126
H 0.019 -1.514 -3.406 0.2346
C 2.018 -2.358 -3.345 -0.1843
H 1.822 -3.026 -4.180 0.2238
C 3.272 -2.438 -2.720 -0.1862
H 4.033 -3.128 -3.096 0.2359
C 3.450 -1.643 -1.593 -0.2252
H 4.401 -1.749 -1.066 0.2241
C 2.476 -0.798 -1.091 -0.1483
H 2.672 -0.262 -0.169 0.2142
C -1.681 -0.079 -1.474 -0.3760
C -2.023 -1.452 -1.357 -0.2299
H -1.334 -2.182 -0.969 0.2130
C -3.316 -1.857 -1.710 -0.1951
H -3.592 -2.892 -1.573 0.2201
C -4.309 -0.964 -2.120 -0.1993
H -5.341 -1.299 -2.336 0.2364
C -3.962 0.381 -2.152 -0.2102
H -4.764 1.106 -2.349 0.2253
C -2.689 0.850 -1.827 -0.1476
H -2.503 1.920 -1.801 0.2199
C 0.391 2.127 -1.677 -0.3750
C 0.992 2.411 -2.923 -0.1888
H 1.329 1.611 -3.577 0.2320
C 1.184 3.763 -3.287 -0.1887
H 1.647 3.973 -4.246 0.2246
C 0.880 4.838 -2.465 -0.1870
H 1.086 5.872 -2.782 0.2377
C 0.354 4.527 -1.225 -0.2199
H 0.157 5.345 -0.534 0.2203
C 0.107 3.221 -0.812 -0.1472
H -0.271 3.068 0.181 0.1857
O -0.590 1.075 7.010 -0.6842
Cl 0.610 0.263 6.816 1.7591
O 1.465 0.446 5.536 -0.8330
O -0.021 -1.375 6.810 -0.7111
O -0.982 0.124 4.538 -0.8127
```

Values from the calculation:
ΔE to the lowest compared entry with this formula, charge and spin in kcal per mole: 40.3
Kohn-Sham gap (alpha / beta) in eV: 4.73 / 4.73
Highest occupied orbital energy (alpha / beta) in Ha: -0.3905 / -0.3905
Charge: +1



The following is a DFT calculation (ωB97M-V with the def2-TZVPD basis set) of an isolated molecule of C9H11NO2 at a distorted geometry.

```
23
Properties=species:S:1:pos:R:3:nbo_charge:R:1
C 2.625 0.014 -1.095 -0.2693
C 2.656 0.609 0.201 -0.1279
C 1.422 -0.111 -1.756 -0.0834
C 1.510 0.976 0.839 -0.2703
C -0.705 -1.040 -1.092 0.6470
C 0.153 0.267 -1.148 -0.4699
C 0.228 0.942 0.213 0.3567
C -0.871 2.002 0.602 -0.6387
C -1.750 -2.674 0.568 -0.4088
N -0.866 -1.440 0.208 -0.1203
O -1.190 -1.642 -2.053 -0.6445
O -0.614 -0.672 1.246 -0.5008
H 3.559 -0.253 -1.618 0.2303
H 3.511 0.804 0.867 0.2300
H 1.340 -0.795 -2.628 0.2421
H 1.550 1.609 1.706 0.2157
H -0.587 0.709 -1.900 0.2911
H -0.347 2.954 0.477 0.2184
H -1.216 2.033 1.644 0.2470
H -1.699 1.955 -0.036 0.2222
H -2.051 -3.249 -0.348 0.2280
H -1.156 -3.336 1.106 0.2017
H -2.658 -2.462 1.075 0.2036
```

Values from the calculation:
ΔE to the lowest compared entry with this formula, charge and spin in kcal per mole: 122.5
Kohn-Sham gap in eV: 6.65
Highest occupied orbital energy in Ha: -0.2718
Charge: 0



The following is a DFT calculation (ωB97M-V with the def2-TZVPD basis set) of an isolated molecule of CH3N5O at a distorted geometry.

```
10
Properties=species:S:1:pos:R:3:nbo_charge:R:1
C 0.282 -0.216 0.164 0.4538
H 2.012 1.210 -0.444 0.4121
H 2.347 -0.532 -0.433 0.4265
H -1.228 1.625 1.015 0.4844
N 1.669 0.220 -0.064 -0.8727
N 0.212 -1.511 0.153 -0.3451
N -1.139 -1.857 -0.074 -0.0288
N -1.849 -0.797 -0.143 -0.0551
N -0.901 0.272 -0.120 -0.0045
O -1.405 1.586 -0.055 -0.4707
```

Values from the calculation:
Structure (SMILES): Nc1nnnn1O
ΔE to the lowest compared entry with this formula, charge and spin in kcal per mole: 67.8
Kohn-Sham gap in eV: 9.74
Highest occupied orbital energy in Ha: -0.3610
Charge: 0